[1]
72
Properties=species:S:1:pos:R:3:forces:R:3 method="wB97M-V/def2-TZVPD" total_charge=-2 relative_energy_kcal_mol=0.00 max_force_ev_per_a=4.0 homo_ev=-1.358
Lu -0.39273 0.53661 1.29284 0.2 -1.5 -2.3
C -2.60537 3.89118 1.27781 -0.9 -1.4 0.8
C -1.23442 3.99395 0.74645 1.8 -0.3 -0.7
C -0.79503 5.32076 0.49781 0.9 0.2 -0.7
C 0.38325 5.53604 -0.17663 -0.7 0.6 0.5
C 1.14249 4.45319 -0.63232 0.4 1.0 -0.5
C 2.29137 4.61002 -1.44136 1.1 -1.9 -0.7
Br 3.22736 6.21069 -1.86724 -0.5 0.4 0.2
C 2.92438 3.46788 -1.94228 0.4 1.4 -0.4
C 2.46051 2.20341 -1.65181 -0.1 0.1 0.1
Br 3.45737 0.76264 -2.41257 -0.5 0.0 0.3
C 1.37215 2.00921 -0.78374 0.6 -1.8 0.0
O 1.04312 0.83320 -0.38657 0.0 0.6 0.3
C 0.68462 3.17446 -0.31024 -0.1 -0.1 0.3
N -0.42693 2.94783 0.44214 -1.6 1.4 0.5
H -3.22847 4.64775 0.77789 0.1 -0.4 0.1
H -2.61910 4.10782 2.35965 0.0 0.0 -0.3
H -3.03810 2.86577 1.16067 0.3 1.0 -0.1
H -1.40229 6.18116 0.78452 0.0 -0.4 0.0
H 0.70861 6.54657 -0.42897 -0.1 -0.2 0.2
H 3.81838 3.55690 -2.59990 -0.8 0.1 0.7
S 2.68093 -3.51462 2.37796 0.2 0.9 -0.7
C 3.79223 -2.20694 2.03585 -0.5 0.8 -0.3
C 5.15383 -2.21328 2.24463 0.5 -0.2 0.1
C 5.87153 -1.07001 1.93223 0.8 0.2 0.0
C 5.24945 0.06921 1.38533 0.2 -0.1 0.6
C 3.87435 0.11251 1.24790 -0.9 -0.2 -0.5
C 3.10348 -1.03541 1.54954 0.7 -1.0 1.0
N 1.72239 -1.19528 1.52936 0.5 -2.2 -0.1
C 1.40970 -2.47958 1.79952 -0.8 3.0 0.1
C 0.00116 -2.85646 1.78869 -0.1 -1.8 0.3
C -0.38072 -4.08290 2.33930 -0.1 -0.3 0.2
C -1.73435 -4.38107 2.47594 0.3 -1.0 0.2
C -2.69431 -3.59416 1.87455 0.1 1.2 -0.3
C -2.26384 -2.39444 1.24962 -1.3 -2.2 0.6
C -0.95885 -2.02191 1.25282 1.4 3.2 -0.5
H 5.65507 -3.10292 2.65493 -0.2 0.5 -0.2
H 6.95378 -1.07554 2.15774 -0.6 0.1 -0.3
H 5.83778 0.96825 1.16106 -0.2 -0.5 0.0
H 3.37724 1.00152 0.83542 0.2 -0.5 0.3
H 0.35526 -4.82317 2.66723 -0.1 0.2 0.2
H -2.02140 -5.26393 3.05534 0.1 0.1 -0.3
H -3.75515 -3.85552 1.93188 0.3 0.1 0.0
H -2.99895 -1.79441 0.76820 -0.5 0.6 -0.2
C 1.27787 -2.66659 -1.63632 0.2 0.8 0.4
C 0.06938 -2.38761 -2.45190 -1.6 0.3 -1.2
C -0.27141 -3.30770 -3.52994 0.1 0.7 1.1
C -1.41951 -3.05683 -4.20295 -0.1 0.4 0.1
C -2.27128 -1.94434 -3.88854 1.4 0.2 0.8
C -3.44470 -1.70184 -4.56591 -1.7 1.0 0.0
C -4.24365 -0.62469 -4.17360 0.9 -0.2 0.3
C -3.84219 0.27177 -3.18344 0.7 -0.7 0.3
C -2.62938 0.11589 -2.47666 -0.2 -0.3 -1.1
S -2.11531 1.35017 -1.42144 0.3 0.1 0.8
C -1.84055 -1.04920 -2.84631 0.0 -0.8 -0.4
N -0.68292 -1.32388 -2.19142 1.1 -0.8 0.4
H 2.15951 -2.71509 -2.27076 0.2 0.0 -0.2
H 1.18000 -3.64314 -1.14262 0.0 0.3 0.2
H 1.40262 -1.80677 -0.95171 0.0 -0.7 0.0
H 0.33934 -4.20049 -3.73620 -0.2 0.6 0.1
H -1.68022 -3.71106 -5.01033 -0.4 -0.3 -0.4
H -3.75157 -2.35618 -5.35184 -0.2 -0.4 -0.4
H -5.20592 -0.40667 -4.57782 -0.5 -0.2 -0.7
H -4.48111 1.11259 -2.94362 0.1 0.0 0.1
O -0.03444 -0.09111 3.46132 1.2 1.8 0.4
N 0.74460 0.87168 3.75306 -0.3 0.1 -0.9
O 0.92076 1.73779 2.79191 -0.7 -1.9 1.3
O -4.53260 1.36569 2.72568 0.7 0.0 0.7
Cl -3.23434 0.90570 3.17939 -1.7 -0.9 -3.5
O -2.54694 1.92073 3.87780 0.8 0.5 0.8
O -3.37927 -0.31806 3.88256 0.5 0.0 0.5
O -2.48854 0.61224 1.86040 -0.8 0.7 2.0

***

[2]
22
Properties=species:S:1:pos:R:3:forces:R:3 method="wB97M-V/def2-TZVPD" total_charge=+1 relative_energy_kcal_mol=38.27 max_force_ev_per_a=6.8 homo_ev=-11.892
N 1.76154 -0.21040 0.58385 -0.2 -1.8 -0.7
C 1.51188 -0.45774 -0.92659 0.7 2.1 0.8
C 2.34468 -1.59429 -1.39657 -4.3 -1.2 -5.1
C 0.03794 -0.46138 -1.23750 -1.1 -1.2 -0.1
S -0.95352 0.73941 -0.35130 -0.1 1.8 -2.4
S -1.88191 0.00384 1.18062 0.1 -0.9 3.4
C -3.01804 -1.37127 0.94895 -0.7 0.6 -1.8
H 2.60756 -0.74452 0.86360 -0.6 0.7 -0.1
H 1.89487 0.79222 0.72903 0.2 0.2 0.3
H 0.95671 -0.61601 1.08993 0.3 0.6 0.2
H 1.82621 0.44916 -1.43315 0.5 0.4 0.5
H 2.59172 -1.34563 -2.55152 0.4 -0.8 3.0
H 1.45812 -2.33828 -1.58629 2.1 0.2 0.4
H 3.02853 -2.06105 -0.75832 1.4 -0.3 0.6
H -0.14652 -0.20795 -2.28793 0.4 0.1 0.1
H -0.49958 -1.41668 -1.14631 0.5 -0.1 0.3
H -2.69030 -2.19873 1.50637 0.5 -0.8 1.3
H -2.90879 -1.74502 -0.07147 -0.6 0.3 -0.2
H -4.05204 -1.08302 1.20773 0.6 -0.1 -0.3
H 3.01302 3.21430 0.30837 -0.8 -2.0 -0.5
H 1.65528 2.80069 0.78373 0.6 -0.6 -1.0
O 2.38033 2.42368 0.20754 0.0 2.9 1.6

***

[3]
63
Properties=species:S:1:pos:R:3:forces:R:3 method="wB97M-V/def2-TZVPD" total_charge=+3 spin_multiplicity=2 relative_energy_kcal_mol=10.95 max_force_ev_per_a=3.9 homo_ev="-16.503 / -16.501" s2=0.758
Ti 0.29806 -0.06044 0.44978 1.0 -2.0 -1.3
P 2.07328 1.27760 1.68859 1.5 1.8 1.1
P -1.23625 0.20453 2.53624 -1.0 0.2 1.1
P -1.17845 1.72269 -0.61280 -1.8 3.3 -0.9
H 0.70002 -3.50684 -5.23336 0.0 0.6 0.1
C 0.78112 -2.44152 -5.48961 0.5 0.5 0.2
C 1.76224 -1.66325 -4.99226 -0.9 -0.6 -0.6
H 2.38571 -2.08702 -4.21546 0.5 0.1 -0.3
C 3.39527 0.35277 2.53461 0.0 -1.0 0.4
C 1.61400 2.45970 3.03657 -0.4 -0.2 -0.1
C 3.06510 2.35626 0.58520 -0.3 -0.1 -0.5
C -2.75502 -0.78059 2.31170 -0.1 -0.2 -0.2
C -0.53118 -0.54731 4.05325 0.5 -0.1 0.0
C -1.90979 1.76590 3.23042 0.3 0.2 -0.3
C -1.02570 2.36614 -2.33364 0.2 -1.1 -0.3
C -0.77567 3.36924 0.18765 0.3 0.4 0.0
C -2.99085 1.74979 -0.42238 -0.6 -0.5 0.6
H 0.02483 -2.08448 -6.19099 0.5 0.0 -0.1
H 2.00029 -0.65286 -5.34806 -0.4 -0.4 0.2
H 3.94443 -0.24918 1.80351 0.0 0.1 0.1
H 2.96401 -0.34683 3.28205 0.3 0.4 -0.3
H 4.11325 1.02085 3.06514 -0.7 -0.3 -0.5
H 1.17220 1.91847 3.88321 0.1 0.1 -0.2
H 0.88653 3.18575 2.66879 0.1 0.0 0.1
H 2.49398 3.01213 3.40999 -0.2 -0.4 -0.4
H 3.41210 1.75291 -0.26567 0.0 0.3 0.1
H 3.94288 2.79169 1.09224 -0.4 -0.3 0.0
H 2.42775 3.16969 0.21480 0.3 -0.1 0.0
H -3.51607 -0.42335 3.01834 0.2 -0.2 -0.1
H -2.54596 -1.83825 2.52463 -0.2 0.3 -0.1
H -3.15032 -0.68600 1.29407 0.0 -0.1 0.2
H -1.03983 -0.13881 4.93936 0.1 -0.1 -0.3
H 0.54014 -0.32144 4.13855 -0.2 -0.1 0.1
H -0.66801 -1.63732 4.04974 0.1 0.3 0.0
H -2.45967 1.51402 4.15126 0.2 0.0 -0.4
H -2.59700 2.24894 2.52546 0.2 -0.1 0.3
H -1.09221 2.45494 3.48117 -0.3 -0.1 0.0
H -1.83672 3.07115 -2.52504 0.1 -0.1 0.2
H -1.06973 1.56095 -3.07840 0.0 0.2 0.1
H -0.07417 2.87060 -2.43273 0.3 0.1 -0.1
H -1.27336 4.16645 -0.44084 0.5 -1.0 0.5
H 0.31260 3.56636 0.20981 -0.6 -0.1 -0.1
H -1.17401 3.42982 1.20374 0.1 -0.1 -0.2
H -3.42822 2.50986 -1.09555 0.4 -0.4 0.3
H -3.23839 2.04080 0.61487 0.0 -0.2 -0.5
H -3.45896 0.77750 -0.62966 0.1 0.3 0.0
C 0.51529 -1.77537 -2.19656 -0.6 -2.1 -0.1
C -0.83051 -1.84759 -2.62121 0.3 0.3 0.9
C -1.41415 -3.10523 -2.86328 0.3 0.3 -0.4
C -0.59585 -4.24141 -2.93915 0.2 0.2 0.5
C 0.72941 -4.18277 -2.47446 0.1 0.3 -0.2
C 1.28201 -2.95425 -2.10862 -0.3 0.3 0.0
S 1.32485 -0.28345 -1.81882 -1.4 1.3 1.2
H -0.51824 0.21855 -1.23347 1.5 0.5 -0.2
H -1.33309 -0.86998 -2.75393 -0.2 -0.9 0.0
H -2.48840 -3.18603 -3.04369 0.4 0.1 -0.3
H -0.95002 -5.17349 -3.38527 -0.2 0.2 0.5
H 1.34099 -5.08965 -2.43047 -0.2 0.4 -0.2
H 2.33447 -2.80985 -1.88048 0.0 -0.5 0.2
N 0.31604 -2.19040 1.13284 0.0 -0.1 0.5
H 0.76677 -2.79391 0.43337 0.0 0.2 0.0
H -0.60444 -2.61946 1.29374 0.3 0.1 0.0
H 0.84065 -2.31768 2.01121 -0.2 -0.1 -0.3